[1]
Molecular formula: C3H6N2O2
Method: DFT, ωB97M-V/def2-TZVPD

For the orbital gap, the calculation gives 10.3 eV. For the energy, the calculation gives -10280.8542 eV. The net charge is 0. Its max |F| is 0.081 Eh/bohr.

XYZ file:
```
13
Properties=species:S:1:pos:R:3:lowdin_charge:R:1
C -1.033 -0.181 -1.257 -0.1675
C 0.368 -0.028 -0.941 -0.0951
C 0.303 0.432 0.475 -0.4642
N -1.823 0.219 -0.341 0.0712
N -1.057 0.833 0.649 0.0254
O 0.554 -0.862 1.681 -0.1001
O 1.182 1.398 0.800 0.0817
H -1.231 -0.904 -2.006 0.1077
H 1.003 -0.936 -1.215 0.1646
H 0.638 0.823 -1.501 0.1211
H -1.329 0.534 1.573 0.1288
H 0.304 -1.497 1.013 0.0060
H 0.825 1.886 1.548 0.1203
```

[2]
Molecular formula: C3H6N2O2
Method: DFT, ωB97M-V/def2-TZVPD

For the orbital gap (alpha / beta), the calculation gives 9.6 / 6.4 eV. For the energy, the calculation gives -10275.0939 eV. The net charge is 0. Its max |F| is 0.042 Eh/bohr.

XYZ file:
```
13
Properties=species:S:1:pos:R:3:lowdin_charge:R:1
C -0.949 0.720 -1.012 0.0202
C 1.208 -0.841 0.289 -0.0999
C -1.872 1.042 -0.184 -0.1306
N 2.432 -0.986 -0.214 0.1126
N 1.058 -1.060 1.572 -0.3278
O -0.156 -0.627 2.135 0.0340
O 1.767 -1.801 2.308 -0.0099
H -0.578 0.751 -2.004 0.0110
H -2.770 1.596 -0.472 0.0484
H -1.829 0.780 0.865 0.0254
H -0.188 -1.037 3.015 0.1171
H 2.556 -1.073 -1.206 0.0947
H 3.213 -1.206 0.395 0.1047
```

[3]
Molecular formula: C3H6N2O2
Method: DFT, ωB97M-V/def2-TZVPD

For the orbital gap, the calculation gives 10.6 eV. For the energy, the calculation gives -10283.0314 eV. The net charge is 0. Its max |F| is 0.008 Eh/bohr.

XYZ file:
```
13
Properties=species:S:1:pos:R:3:lowdin_charge:R:1
N -2.244 -0.438 -0.468 0.1715
C -1.317 0.197 0.292 -0.5265
O -1.301 1.406 0.440 0.0505
C -0.301 -0.737 0.957 -0.1128
O 1.037 -0.286 0.953 -0.0505
C 1.445 0.526 -0.059 -0.3051
N 2.577 0.345 -0.583 0.1202
H -2.952 0.126 -0.912 0.1157
H -2.269 -1.436 -0.588 0.1027
H -0.337 -1.734 0.498 0.1257
H -0.593 -0.842 2.007 0.1400
H 0.734 1.323 -0.288 0.1204
H 2.735 1.086 -1.264 0.0481
```

[4]
Molecular formula: C3H6N2O2
Method: DFT, ωB97M-V/def2-TZVPD

For the orbital gap, the calculation gives 9.1 eV. For the energy, the calculation gives -10281.2023 eV. The net charge is 0. Its max |F| is 0.070 Eh/bohr.

XYZ file:
```
13
Properties=species:S:1:pos:R:3:lowdin_charge:R:1
C 0.069 -1.314 1.224 0.0149
N -0.773 -0.378 1.421 0.0573
N 0.038 0.199 -1.021 0.0511
C 1.282 0.537 -1.470 -0.4257
C -0.857 1.008 0.137 -0.3801
O 1.818 0.095 -2.461 0.0044
O -1.996 1.301 -0.111 0.0155
H -1.730 -0.642 1.666 0.1144
H -0.523 -0.301 -1.709 0.1242
H -0.124 -2.355 1.481 0.0912
H 1.106 -1.056 1.037 0.0874
H 1.813 1.209 -0.770 0.1250
H -0.125 1.696 0.577 0.1204
```

[5]
Molecular formula: C3H6N2O2
Method: DFT, ωB97M-V/def2-TZVPD

For the orbital gap, the calculation gives 10.1 eV. For the energy, the calculation gives -10282.7115 eV. The net charge is 0. Its max |F| is 0.040 Eh/bohr.

XYZ file:
```
13
Properties=species:S:1:pos:R:3:lowdin_charge:R:1
C 2.023 -0.103 -0.291 -0.0666
O 1.045 0.649 0.422 -0.0329
C -0.220 0.350 0.084 -0.5164
N -0.631 -0.504 -0.769 0.1130
N -1.183 1.034 0.808 0.1252
C -2.423 0.303 0.811 -0.2808
O -3.370 0.576 1.502 0.0451
H 2.988 0.290 0.015 0.0935
H 1.894 0.012 -1.372 0.0982
H 1.959 -1.166 -0.026 0.0971
H 0.015 -1.197 -1.097 0.0543
H -0.891 1.679 1.537 0.1536
H -2.176 -0.488 0.014 0.1166
```

[6]
Molecular formula: C3H6N2O2
Method: DFT, ωB97M-V/def2-TZVPD

For the orbital gap, the calculation gives 8.8 eV. For the energy, the calculation gives -10282.3071 eV. The net charge is 0. Its max |F| is 0.012 Eh/bohr.

XYZ file:
```
13
Properties=species:S:1:pos:R:3:lowdin_charge:R:1
N 0.121 -1.002 1.417 0.1516
C 1.020 -0.326 0.626 -0.4392
O 2.256 -0.889 0.685 0.0649
C 0.738 0.785 -0.073 -0.1132
O -0.543 1.352 -0.021 -0.0582
C -1.506 0.860 -0.825 -0.3224
N -1.382 -0.173 -1.548 0.1148
H 0.442 -1.883 1.797 0.1071
H -0.842 -0.930 1.149 0.0855
H 1.441 1.331 -0.695 0.1183
H 2.887 -0.292 0.267 0.1119
H -2.395 1.490 -0.698 0.1321
H -2.235 -0.324 -2.081 0.0468
```

[7]
Molecular formula: C3H6N2O2
Method: DFT, ωB97M-V/def2-TZVPD

For the orbital gap, the calculation gives 8.8 eV. For the energy, the calculation gives -10280.8796 eV. The net charge is 0. Its max |F| is 0.010 Eh/bohr.

XYZ file:
```
13
Properties=species:S:1:pos:R:3:lowdin_charge:R:1
N -1.192 -0.097 -1.196 0.1474
C -0.842 0.173 0.298 -0.4628
O -1.559 0.946 0.874 0.0946
C 0.116 -0.837 0.919 -0.1474
O 1.334 -0.228 1.254 -0.0816
C 1.672 0.696 0.251 -0.3237
N 0.898 1.018 -0.662 0.0506
H -2.034 0.423 -1.434 0.1365
H -1.254 -1.069 -1.495 0.1304
H 0.283 -1.660 0.208 0.1261
H -0.326 -1.219 1.842 0.1365
H 2.687 1.049 0.460 0.1136
H -0.209 0.446 -1.418 0.0797
```

[8]
Molecular formula: C3H6N2O2
Method: DFT, ωB97M-V/def2-TZVPD

For the orbital gap, the calculation gives 10.5 eV. For the energy, the calculation gives -10282.9250 eV. The net charge is 0. Its max |F| is 0.055 Eh/bohr.

XYZ file:
```
13
Properties=species:S:1:pos:R:3:lowdin_charge:R:1
O 1.191 0.773 1.410 0.0977
C 0.534 0.272 0.523 -0.4574
N 0.081 1.086 -0.527 0.1217
C -0.362 0.432 -1.712 -0.3375
O -1.371 0.753 -2.265 0.0719
C 0.280 -1.195 0.493 -0.1814
N -0.166 -1.744 1.832 0.0227
H -0.530 1.891 -0.438 0.1537
H 0.353 -0.350 -2.154 0.1600
H 1.236 -1.676 0.287 0.1215
H -0.396 -1.493 -0.306 0.1009
H -0.199 -1.043 2.574 0.0685
H -1.134 -1.985 1.646 0.0576
```

[9]
Molecular formula: C3H6N2O2
Method: DFT, ωB97M-V/def2-TZVPD

For the orbital gap, the calculation gives 9.9 eV. For the energy, the calculation gives -10280.3249 eV. The net charge is 0. Its max |F| is 0.112 Eh/bohr.

XYZ file:
```
13
Properties=species:S:1:pos:R:3:lowdin_charge:R:1
C -2.335 -0.396 -0.016 0.0414
C -1.165 -0.989 -0.247 0.0595
C 1.337 -0.298 -0.098 -0.6699
N 2.219 0.665 0.033 0.1834
N 0.109 0.082 -0.490 -0.0837
O 1.624 -1.477 0.040 0.0308
O -0.178 1.346 -0.204 0.0139
H -3.161 -0.960 0.110 0.0268
H -2.312 0.613 0.230 0.0364
H -0.672 -1.909 -0.139 0.0809
H 2.059 1.639 -0.102 0.0988
H 3.165 0.403 0.347 0.1390
H -0.690 1.281 0.536 0.0425
```

[10]
Molecular formula: C3H6N2O2
Method: DFT, ωB97M-V/def2-TZVPD

For the orbital gap, the calculation gives 10.6 eV. For the energy, the calculation gives -10283.5434 eV. The net charge is 0. Its max |F| is 0.007 Eh/bohr.

XYZ file:
```
13
Properties=species:S:1:pos:R:3:lowdin_charge:R:1
N -1.564 0.016 -0.800 0.1631
C -1.407 -0.118 0.542 -0.5158
O -2.259 0.168 1.365 0.0521
C -0.067 -0.731 0.974 -0.0907
O 0.987 0.238 1.070 -0.0379
C 1.637 0.580 -0.042 -0.2987
N 1.313 0.202 -1.209 0.0998
H -2.386 0.509 -1.118 0.1116
H -0.741 -0.028 -1.392 0.0611
H 0.241 -1.536 0.299 0.1250
H -0.198 -1.102 1.989 0.1308
H 2.482 1.223 0.216 0.1382
H 1.961 0.580 -1.894 0.0614
```

[11]
Molecular formula: C3H6N2O2S
Method: DFT, ωB97M-V/def2-TZVPD

For the orbital gap, the calculation gives 9.0 eV. For the energy, the calculation gives -21114.3800 eV. The net charge is 0. Its max |F| is 0.039 Eh/bohr.

XYZ file:
```
14
Properties=species:S:1:pos:R:3:lowdin_charge:R:1
C 1.891 1.137 0.954 0.1064
C -1.602 -0.288 -0.912 -0.1287
C -1.055 -0.326 0.511 -0.3730
N 1.623 1.834 0.075 -0.2243
N 0.262 -0.838 0.650 -0.3304
O 2.318 -1.947 -0.001 -0.4995
O 1.248 2.491 -0.837 0.0144
S 1.007 -1.562 -0.476 0.9267
H 2.281 0.554 1.730 0.0793
H -2.604 0.132 -0.909 0.0755
H -0.966 0.340 -1.531 0.0662
H -1.639 -1.286 -1.343 0.0580
H -1.055 0.686 0.937 0.1128
H -1.711 -0.928 1.151 0.1167
```

[12]
Molecular formula: C3H6N2O3
Method: DFT, ωB97M-V/def2-TZVPD

For the orbital gap, the calculation gives 9.8 eV. For the energy, the calculation gives -12322.8331 eV. The net charge is 0. Its max |F| is 0.189 Eh/bohr.

XYZ file:
```
14
Properties=species:S:1:pos:R:3:lowdin_charge:R:1
C 0.309 -0.901 0.841 -0.3952
C -0.549 0.275 -1.550 -0.1822
C 0.877 1.152 0.153 -0.1104
H 1.285 -2.184 1.341 0.1601
H -1.550 -0.754 1.526 0.1383
H -0.013 -0.665 -1.604 0.1018
H -1.126 0.382 -2.579 0.1676
H -0.001 1.521 0.938 0.1870
H 1.663 1.887 0.085 0.1122
N 0.137 -1.934 1.704 0.1106
N -1.004 -0.028 0.894 -0.0003
O -1.743 0.142 -0.609 -0.1206
O 0.279 1.423 -1.200 -0.1154
O 1.436 -0.316 0.062 -0.0534
```

Question: The lowest max |F| belongs to which entry?
Answer: number 10

Please write out number 12 again, unchanged.
Molecular formula: C3H6N2O3
Method: DFT, ωB97M-V/def2-TZVPD

For the orbital gap, the calculation gives 9.8 eV. For the energy, the calculation gives -12322.8331 eV. The net charge is 0. Its max |F| is 0.189 Eh/bohr.

XYZ file:
```
14
Properties=species:S:1:pos:R:3:lowdin_charge:R:1
C 0.309 -0.901 0.841 -0.3952
C -0.549 0.275 -1.550 -0.1822
C 0.877 1.152 0.153 -0.1104
H 1.285 -2.184 1.341 0.1601
H -1.550 -0.754 1.526 0.1383
H -0.013 -0.665 -1.604 0.1018
H -1.126 0.382 -2.579 0.1676
H -0.001 1.521 0.938 0.1870
H 1.663 1.887 0.085 0.1122
N 0.137 -1.934 1.704 0.1106
N -1.004 -0.028 0.894 -0.0003
O -1.743 0.142 -0.609 -0.1206
O 0.279 1.423 -1.200 -0.1154
O 1.436 -0.316 0.062 -0.0534
```

Question: max |F| of number 1 (C3H6N2O2)?
Answer: 0.081 Eh/bohr